{"formula": "C18H26N6O6S", "method": "ωB97M-V with the def2-TZVPD basis set", "elements": ["H", "N", "C", "N", "H", "H", "H", "H", "H", "O", "C", "O", "O", "H", "O", "C", "O", "C", "C", "H", "C", "C", "H", "C", "H", "H", "H", "N", "H", "H", "H", "C", "O", "N", "H", "H", "H", "H", "H", "H", "C", "C", "S", "N", "H", "C", "C", "C", "C", "H", "C", "C", "H", "C", "N", "H", "H"], "xyz": [[1.1435, -5.6198, -3.1606], [-1.9299, -2.0621, 7.6108], [-2.1951, 0.4882, -1.1524], [-0.9967, 4.1234, 2.0032], [-0.4016, 3.2288, -2.0671], [0.0475, -5.0535, -4.3715], [0.4711, -1.9770, 0.6392], [-2.9385, -3.6627, 5.0210], [0.7588, 2.3306, 1.7212], [-3.2494, -1.3641, 5.9056], [-1.1234, 1.4043, -1.1043], [-0.3826, -2.8350, -3.3421], [-1.1791, 2.9295, 1.3056], [0.9316, -2.6525, -1.2429], [1.3952, -0.0299, 1.2965], [4.3054, 1.6992, -1.9205], [3.1009, -0.6926, -0.1236], [3.1758, 0.9406, -2.6855], [0.3536, -3.6955, -2.8909], [-1.3847, -2.7722, 8.0611], [-0.8517, -0.0829, 1.9586], [2.1867, 0.0228, 0.1212], [0.9875, 0.6624, -2.7181], [1.7402, 1.2953, -2.2110], [-2.2834, -0.3541, -0.4560], [4.3238, 1.3347, -0.8789], [2.0376, 2.0581, -0.2651], [0.1134, -1.2977, -0.0402], [-2.2396, 3.3996, -3.7142], [-4.0454, -0.1376, -2.1390], [-2.0024, -1.1575, 8.0397], [-1.1859, 2.4621, -2.0472], [-1.7761, 4.9275, 1.6647], [-2.4636, -3.4914, 5.8884], [1.5237, 2.3507, -2.4648], [-1.9289, -4.2297, 6.3046], [1.6574, -4.2272, -1.3413], [0.5502, 3.3927, 0.2988], [-0.8191, -1.6272, -0.2889], [4.0473, 3.9283, -0.6493], [0.0252, 1.2691, -0.1027], [-2.2104, 2.5744, -2.9882], [3.9952, 3.5230, -1.9533], [1.0483, -3.5316, -1.7286], [5.2493, 1.5144, -2.4563], [1.5102, 1.1616, -0.6773], [0.0475, -0.0624, 0.7547], [-3.2305, 0.5994, -2.1019], [-1.5042, -0.3025, 2.9496], [-4.0432, 1.7170, -3.8185], [0.1316, 2.5086, 0.8261], [-3.2641, 1.6288, -3.0552], [-2.0860, -0.6424, 3.8260], [-2.5917, -2.2464, 6.4331], [0.5437, -4.8988, -3.5132], [3.2456, 1.2406, -3.7524], [3.3251, -0.1574, -2.6725]], "forces_ev_per_angstrom": [[0.01, 0.04, 0.02], [0.03, 0.16, 0.16], [-0.14, 0.11, -0.23], [0.13, 0.55, -0.16], [-0.32, -0.33, 0.12], [0.02, 0.02, 0.04], [-0.10, 0.07, -0.21], [0.00, 0.00, 0.05], [-0.10, -0.21, -0.57], [0.12, -0.01, -0.13], [-0.76, -0.21, -0.75], [-0.03, -0.04, 0.01], [0.14, -0.44, -0.80], [0.18, -0.03, -0.26], [0.78, -0.72, -0.47], [-0.70, -0.49, 0.05], [0.18, 0.33, 0.54], [-0.31, 0.53, -0.33], [0.06, 0.02, 0.07], [-0.02, -0.01, -0.03], [0.05, -0.56, -0.31], [-1.90, 0.74, -0.37], [0.47, 0.25, 0.01], [-0.31, -0.60, 0.37], [0.14, 0.52, -0.18], [0.39, 0.28, -0.55], [-0.14, -0.57, -0.12], [-1.15, 0.16, 0.79], [0.31, -0.31, 0.49], [0.53, 0.23, 0.27], [0.00, -0.04, -0.03], [0.20, 0.00, 0.19], [-0.13, -0.25, 0.43], [-0.05, -0.11, -0.20], [0.13, -0.65, 0.04], [0.00, 0.04, 0.02], [0.02, -0.01, -0.10], [-0.15, -0.76, -0.11], [0.19, 0.12, -0.20], [0.10, -0.68, -0.51], [0.81, -0.23, 0.03], [-0.76, -0.38, -0.27], [0.07, 0.16, 0.17], [-0.02, 0.11, 0.23], [-0.23, 0.09, 0.59], [0.87, 0.93, -0.44], [0.31, 0.98, 1.08], [-0.28, 0.19, -0.51], [-0.20, -0.54, 0.18], [0.28, -0.12, 0.42], [-0.56, 0.44, 0.82], [1.32, 0.18, 0.98], [0.54, 0.70, -0.87], [0.00, -0.01, 0.04], [-0.09, -0.15, -0.22], [-0.11, -0.17, 0.47], [0.15, 0.65, 0.27]], "orbital_gap_ha": 0.3477, "e_homo_ev": -9.10, "molar_mass_g_mol": 454.5, "charge": 0, "largest_force_ha_per_bohr": 0.040, "total_energy_ev": -51145.198, "relative_energy_kcal_mol": 14.7, "smiles": "C#C[C@]1(N)OC(=O)[C@@H](CCCS)[C@@]1(CON=O)c1ccccc1.NC(N)=O.NC(N)=O"}